No. 1
Entry from the OMol25 dataset: a 10-piece molecular cluster, C42H90N3O28P7 overall (wB97M-V/def2-TZVPD).

As for the multiplicity: 1. As for the strongest force on any atom: 4.3 eV/Å. The calculated total energy comes out at -171849.8831 eV. Its HOMO-LUMO gap is 0.350 hartree. The LUMO energy is 0.3 eV.

Atoms and positions in Å:
N  3.199  5.293  -2.782
C  2.336  4.417  -3.204
C  1.733  3.453  -2.387
C  2.113  3.399  -1.017
C  3.077  4.309  -0.617
C  3.544  5.306  -1.486
H  2.002  4.570  -4.220
H  0.933  2.831  -2.762
H  1.675  2.662  -0.361
H  3.355  4.262  0.425
H  4.348  5.987  -1.248
N  -1.659  4.929  -0.134
C  -2.833  4.915  -0.827
C  -2.979  5.401  -2.165
C  -1.801  5.956  -2.740
C  -0.576  5.952  -2.049
C  -0.563  5.470  -0.748
H  -3.779  4.657  -0.375
H  -3.946  5.376  -2.644
H  -1.690  6.482  -3.677
H  0.258  6.484  -2.481
H  0.392  5.429  -0.246
N  0.125  0.414  1.382
C  -0.524  1.430  0.721
C  -0.596  1.477  -0.656
C  -0.118  0.415  -1.427
C  0.478  -0.632  -0.806
C  0.539  -0.617  0.615
H  -0.766  2.242  1.391
H  -1.083  2.379  -0.998
H  -0.111  0.421  -2.507
H  0.880  -1.486  -1.330
H  1.011  -1.454  1.109
C  3.328  7.332  3.376
C  3.078  5.976  2.691
O  2.784  5.028  3.706
P  2.271  3.548  3.233
O  1.268  3.550  2.147
O  2.021  2.690  4.607
C  1.904  1.258  4.527
C  0.476  0.776  4.779
O  3.641  2.795  2.720
C  4.772  2.796  3.587
C  5.423  1.437  3.684
H  2.391  7.587  3.870
H  4.094  7.268  4.149
H  3.675  8.131  2.721
H  2.201  6.156  2.069
H  3.863  5.622  2.022
H  2.186  0.956  3.518
H  2.543  0.768  5.262
H  0.413  -0.308  4.682
H  0.116  1.035  5.775
H  -0.103  1.200  3.959
H  5.427  3.533  3.122
H  4.641  3.249  4.570
H  4.629  0.821  4.105
H  5.543  0.939  2.722
H  6.365  1.409  4.233
C  1.351  -3.513  5.172
C  0.662  -2.831  4.104
O  0.479  -3.915  3.123
P  -1.051  -4.553  2.875
O  -1.815  -4.834  4.118
O  -1.727  -3.489  1.846
C  -2.994  -3.734  1.380
C  -3.475  -2.480  0.667
O  -0.821  -5.753  1.910
C  -1.574  -6.941  2.077
C  -0.914  -7.997  3.063
H  1.279  -2.950  6.102
H  0.926  -4.484  5.425
H  2.421  -3.636  5.002
H  -0.280  -2.423  4.470
H  1.147  -2.007  3.580
H  -3.081  -4.616  0.745
H  -3.689  -3.911  2.202
H  -2.750  -1.973  0.030
H  -4.312  -2.642  -0.012
H  -3.914  -1.787  1.385
H  -2.623  -6.865  2.363
H  -1.580  -7.297  1.047
H  -0.947  -7.635  4.090
H  -1.493  -8.917  2.986
H  0.141  -8.170  2.850
C  -5.102  3.268  -6.529
O  -4.808  3.539  -5.162
P  -5.170  2.528  -3.911
O  -5.538  1.109  -4.289
O  -3.874  2.615  -2.976
C  -2.601  2.265  -3.539
O  -6.356  3.391  -3.112
C  -6.851  2.880  -1.916
H  -5.870  3.959  -6.877
H  -5.397  2.241  -6.742
H  -4.195  3.371  -7.125
H  -2.563  2.124  -4.620
H  -2.240  1.301  -3.179
H  -1.852  2.980  -3.199
H  -6.678  3.646  -1.161
H  -6.441  1.996  -1.426
H  -7.918  2.688  -2.026
C  -0.483  -3.751  -1.143
O  -0.602  -5.170  -1.014
P  0.512  -6.162  -1.704
O  0.453  -6.242  -3.223
O  1.937  -5.852  -1.005
C  2.190  -5.612  0.389
O  0.089  -7.615  -1.042
C  -0.752  -8.490  -1.676
H  -0.033  -3.502  -2.104
H  -0.030  -3.312  -0.254
H  -1.490  -3.335  -1.198
H  1.633  -6.337  0.982
H  1.830  -4.632  0.702
H  3.226  -5.856  0.627
H  -1.815  -8.323  -1.501
H  -0.598  -9.484  -1.255
H  -0.542  -8.536  -2.744
C  -0.963  -3.484  -5.725
O  -0.019  -2.463  -5.972
P  0.037  -1.202  -4.975
O  -1.282  -0.559  -4.752
O  0.900  -1.595  -3.634
C  2.165  -2.260  -3.840
O  1.095  -0.275  -5.801
C  1.516  0.926  -5.279
H  -1.768  -3.156  -5.068
H  -0.515  -4.374  -5.283
H  -1.486  -3.817  -6.622
H  2.101  -3.312  -3.561
H  2.935  -1.773  -3.243
H  2.579  -2.159  -4.843
H  0.804  1.431  -4.626
H  1.815  1.529  -6.136
H  2.327  0.724  -4.579
C  7.074  -2.525  -1.184
O  5.653  -2.607  -1.268
P  4.648  -2.181  -0.107
O  3.238  -2.530  -0.428
O  5.304  -2.865  1.171
C  4.639  -2.982  2.456
O  5.037  -0.564  0.149
C  4.890  0.365  -0.907
H  7.410  -2.318  -0.168
H  7.351  -1.651  -1.773
H  7.480  -3.437  -1.621
H  5.148  -2.287  3.123
H  4.788  -4.011  2.780
H  3.566  -2.808  2.369
H  4.112  1.054  -0.577
H  4.513  -0.038  -1.847
H  5.817  0.913  -1.073
C  -6.885  0.901  3.757
O  -6.842  2.038  2.891
P  -5.484  2.561  2.129
O  -5.697  3.610  1.123
O  -4.880  1.189  1.553
C  -4.091  1.122  0.406
O  -4.453  2.917  3.344
C  -3.167  3.530  3.052
H  -5.939  0.393  3.947
H  -7.655  0.224  3.386
H  -7.159  1.240  4.756
H  -3.178  0.563  0.611
H  -3.749  2.110  0.097
H  -4.598  0.593  -0.401
H  -2.783  3.344  2.049
H  -2.443  3.318  3.839
H  -3.264  4.615  3.073

No. 2
Entry from the OMol25 dataset: a 11-piece molecular cluster, C42H93B5F20N9O3 overall (wB97M-V/def2-TZVPD).

As for the multiplicity: 1. The value obtained for the energy above the lowest of the compared OMol25 structures with the same formula, charge and spin is 0.000 eV. As for the strongest force on any atom: 4.8 eV/Å. The calculated total energy comes out at -122370.8584 eV. Its HOMO-LUMO gap is 0.375 hartree. The LUMO energy is -1.2 eV. As for the charge: +1.

Atoms and positions in Å:
C  5.555  -3.670  -3.460
C  6.546  -3.001  -2.571
N  6.132  -2.041  -1.483
C  5.351  -0.912  -2.083
C  5.262  -2.654  -0.409
C  5.693  -4.018  0.020
C  7.434  -1.446  -0.906
C  7.353  -0.282  0.113
O  7.776  0.928  -0.412
C  7.780  2.043  0.493
H  5.062  -2.949  -4.152
H  4.787  -4.211  -3.005
H  6.138  -4.289  -4.120
H  7.315  -2.432  -3.175
H  7.207  -3.687  -2.060
H  4.368  -1.347  -2.199
H  5.858  -0.507  -2.947
H  5.218  -0.156  -1.321
H  4.229  -2.680  -0.740
H  5.327  -1.859  0.313
H  5.488  -4.861  -0.593
H  5.121  -4.231  0.937
H  6.707  -4.105  0.382
H  7.952  -0.977  -1.748
H  7.968  -2.352  -0.520
H  8.037  -0.463  0.937
H  6.312  -0.198  0.522
H  7.545  2.896  -0.143
H  8.673  2.126  1.077
H  6.903  2.031  1.146
C  0.053  -1.649  2.233
C  0.280  -1.366  0.713
N  -0.916  -1.220  -0.206
C  -1.489  0.184  -0.210
C  -0.396  -1.561  -1.636
C  0.730  -0.657  -2.023
C  -2.158  -2.111  0.124
C  -1.861  -3.604  0.319
O  -3.049  -4.241  -0.251
C  -3.327  -5.601  0.131
H  -0.715  -1.002  2.731
H  0.999  -1.554  2.713
H  -0.226  -2.659  2.457
H  0.894  -2.145  0.349
H  0.880  -0.473  0.704
H  -0.704  0.794  -0.642
H  -1.751  0.534  0.815
H  -2.434  0.239  -0.802
H  -1.294  -1.438  -2.216
H  0.015  -2.564  -1.533
H  0.396  0.362  -2.242
H  1.172  -1.014  -2.946
H  1.573  -0.583  -1.301
H  -2.833  -1.951  -0.704
H  -2.623  -1.704  1.051
H  -1.739  -3.866  1.382
H  -0.845  -3.914  -0.075
H  -4.010  -5.585  0.965
H  -2.382  -6.107  0.457
H  -3.683  -6.076  -0.782
C  0.980  4.330  3.327
C  0.506  5.219  2.191
N  1.078  4.898  0.832
C  2.560  4.565  1.012
C  0.208  3.766  0.207
C  0.708  3.218  -1.193
C  1.130  6.112  0.002
C  -0.200  6.802  -0.339
O  -0.914  5.904  -1.195
C  -2.131  6.632  -1.464
H  0.269  4.320  4.171
H  1.968  4.604  3.614
H  1.026  3.335  2.916
H  0.699  6.288  2.483
H  -0.575  5.086  2.092
H  3.059  5.424  1.532
H  3.044  4.303  0.062
H  2.521  3.603  1.564
H  -0.815  4.142  0.051
H  0.109  3.019  0.962
H  -0.047  2.414  -1.332
H  1.677  2.666  -1.178
H  0.698  4.049  -1.869
H  1.512  5.786  -0.941
H  1.871  6.783  0.436
H  0.045  7.762  -0.900
H  -0.827  6.972  0.541
H  -2.523  7.019  -0.520
H  -2.832  6.007  -2.088
H  -1.837  7.423  -2.165
C  -6.211  5.522  -0.831
C  -5.033  4.944  0.020
N  -5.073  3.475  0.005
C  -4.902  2.712  -1.134
C  -5.022  1.404  -0.719
N  -5.291  1.427  0.607
C  -5.338  2.681  1.033
C  -5.215  0.216  1.455
H  -7.075  4.932  -0.789
H  -5.846  5.506  -1.797
H  -6.480  6.594  -0.520
H  -5.024  5.281  1.045
H  -4.117  5.294  -0.524
H  -4.555  3.102  -2.085
H  -4.899  0.461  -1.297
H  -5.644  3.088  1.987
H  -4.239  0.240  1.964
H  -5.456  -0.708  0.871
H  -6.042  0.457  2.208
C  -1.879  0.570  6.603
C  -1.052  -0.307  5.707
N  -0.856  -1.740  6.070
C  0.241  -2.476  5.668
C  0.003  -3.792  5.997
N  -1.167  -3.763  6.613
C  -1.711  -2.498  6.714
C  -1.777  -5.023  7.187
H  -1.266  0.966  7.434
H  -2.829  0.060  6.890
H  -2.199  1.371  5.884
H  -0.073  0.127  5.618
H  -1.628  -0.447  4.780
H  0.994  -1.986  5.044
H  0.557  -4.711  6.024
H  -2.728  -2.199  6.950
H  -0.956  -5.764  7.234
H  -2.592  -5.439  6.543
H  -2.220  -4.815  8.144
C  -3.038  -1.276  -7.804
C  -1.603  -1.330  -7.416
N  -1.372  -2.236  -6.324
C  -0.177  -2.822  -6.141
C  -0.210  -3.565  -4.999
N  -1.470  -3.400  -4.439
C  -2.135  -2.553  -5.247
C  -1.984  -4.169  -3.309
H  -3.596  -0.866  -6.936
H  -3.483  -2.218  -8.078
H  -3.270  -0.499  -8.561
H  -1.297  -0.300  -7.107
H  -0.927  -1.607  -8.208
H  0.644  -2.595  -6.840
H  0.470  -4.333  -4.571
H  -3.106  -2.160  -5.127
H  -2.544  -3.571  -2.536
H  -1.172  -4.713  -2.818
H  -2.707  -4.834  -3.749
B  -3.277  -2.147  3.516
F  -2.717  -1.023  2.872
F  -2.226  -3.106  3.684
F  -3.795  -1.889  4.782
F  -4.277  -2.717  2.633
B  -3.035  0.466  -3.958
F  -3.219  0.414  -5.371
F  -1.691  0.453  -3.572
F  -3.695  1.661  -3.549
F  -3.814  -0.685  -3.391
B  3.752  1.064  0.654
F  4.371  -0.166  0.945
F  2.465  1.187  1.302
F  4.553  2.152  1.026
F  3.516  1.209  -0.766
B  2.208  -4.177  -1.809
F  3.190  -5.128  -1.802
F  1.052  -4.700  -2.448
F  1.939  -3.813  -0.456
F  2.712  -3.025  -2.513
B  -2.639  3.537  3.143
F  -1.786  3.510  4.339
F  -2.002  2.774  2.111
F  -3.923  2.966  3.319
F  -2.705  4.851  2.646

No. 3
Entry from the OMol25 dataset: a 4-piece molecular cluster, C42H95N4O12P2S2 overall (wB97M-V/def2-TZVPD).

As for the multiplicity: 1. As for the strongest force on any atom: 2.0 eV/Å. The calculated total energy comes out at -115863.5582 eV. Its HOMO-LUMO gap is 0.252 hartree. The LUMO energy is -3.0 eV. As for the charge: +1.

Atoms and positions in Å:
C  -2.500  -1.988  -3.325
C  -2.777  -2.040  -4.846
C  -1.623  -1.455  -5.700
C  -1.880  0.023  -6.106
C  -1.248  0.952  -5.066
C  -1.640  2.430  -5.254
C  -0.946  3.103  -6.458
C  0.084  4.226  -6.152
N  0.893  4.072  -4.950
C  1.559  2.775  -4.846
C  3.100  2.821  -4.767
C  3.659  1.475  -5.275
C  4.906  1.013  -4.534
C  5.241  -0.431  -4.951
C  4.323  -1.465  -4.271
C  3.676  -2.442  -5.235
C  2.816  -3.499  -4.496
C  0.409  4.659  -3.823
S  -0.915  5.606  -3.681
S  1.405  4.416  -2.309
C  0.332  3.239  -1.409
C  1.106  1.927  -1.108
C  0.854  1.417  0.311
C  1.549  0.051  0.598
N  1.802  -0.674  -0.611
C  0.627  -0.817  1.484
N  1.206  -0.906  2.836
P  0.055  -1.518  3.980
P  0.587  -3.582  4.408
O  1.210  -4.261  3.276
O  -0.827  -4.273  4.770
O  1.443  -3.660  5.784
C  2.491  -1.624  2.773
C  3.517  -0.741  2.037
N  2.853  0.392  1.305
H  -3.111  -1.222  -2.846
H  -2.756  -2.935  -2.852
H  -1.458  -1.758  -3.106
H  -2.994  -3.057  -5.157
H  -3.649  -1.419  -5.031
H  -0.730  -1.434  -5.070
H  -1.382  -2.070  -6.564
H  -2.945  0.203  -6.240
H  -1.392  0.161  -7.074
H  -0.172  0.801  -5.108
H  -1.621  0.625  -4.093
H  -2.708  2.399  -5.473
H  -1.546  2.971  -4.317
H  -0.471  2.334  -7.071
H  -1.713  3.545  -7.090
H  0.779  4.240  -6.996
H  -0.429  5.176  -6.207
H  1.216  2.202  -3.990
H  1.348  2.148  -5.707
H  3.410  2.952  -3.737
H  3.478  3.645  -5.370
H  3.842  1.519  -6.347
H  2.886  0.718  -5.096
H  5.776  1.625  -4.773
H  4.762  1.059  -3.448
H  6.278  -0.660  -4.709
H  5.160  -0.488  -6.036
H  4.887  -2.040  -3.534
H  3.535  -0.914  -3.748
H  3.018  -1.934  -5.939
H  4.421  -2.985  -5.814
H  3.016  -3.485  -3.424
H  1.753  -3.339  -4.666
H  3.036  -4.504  -4.846
H  -0.501  2.982  -2.059
H  -0.100  3.692  -0.520
H  0.830  1.202  -1.866
H  2.172  2.151  -1.224
H  1.229  2.188  0.989
H  -0.216  1.356  0.489
H  2.539  -0.269  -1.177
H  1.974  -1.658  -0.437
H  0.556  -1.831  1.072
H  -0.372  -0.410  1.567
H  0.361  -0.843  5.183
H  -0.637  -4.949  5.445
H  0.810  -3.507  6.512
H  2.350  -2.505  2.146
H  2.880  -1.889  3.747
H  4.251  -0.310  2.713
H  4.089  -1.312  1.311
H  3.506  0.696  0.580
H  2.754  1.170  1.959
C  0.362  4.817  -14.505
O  -0.360  5.253  -13.374
C  -1.554  4.512  -13.190
C  -2.122  4.754  -11.809
O  -1.504  3.965  -10.796
C  -0.214  4.383  -10.377
C  -0.237  5.599  -9.474
O  -0.323  6.786  -10.236
C  -0.646  7.902  -9.436
H  -0.240  4.911  -15.415
H  1.245  5.446  -14.599
H  0.684  3.776  -14.383
H  -1.361  3.441  -13.324
H  -2.284  4.841  -13.943
H  -3.167  4.440  -11.817
H  -2.097  5.815  -11.552
H  0.451  4.537  -11.229
H  0.180  3.544  -9.796
H  0.695  5.634  -8.890
H  -1.091  5.527  -8.787
H  -1.637  7.782  -8.984
H  -0.661  8.780  -10.080
H  0.102  8.053  -8.649
C  1.448  -5.071  8.808
O  1.799  -4.365  9.971
C  2.003  -2.987  9.711
C  2.019  -2.191  10.999
O  0.717  -1.880  11.475
C  0.004  -2.941  12.100
C  0.480  -3.246  13.503
O  1.620  -4.086  13.463
C  2.269  -4.154  14.715
H  2.223  -4.973  8.040
H  1.340  -6.122  9.070
H  0.484  -4.709  8.417
H  1.205  -2.601  9.059
H  2.970  -2.874  9.200
H  2.484  -1.225  10.790
H  2.616  -2.688  11.766
H  0.004  -3.836  11.475
H  -1.026  -2.586  12.168
H  -0.317  -3.768  14.051
H  0.718  -2.309  14.021
H  2.651  -3.170  15.008
H  3.109  -4.839  14.618
H  1.591  -4.531  15.489
C  -7.247  -2.180  6.652
O  -6.224  -1.882  7.576
C  -6.687  -1.045  8.624
C  -5.695  -1.024  9.767
O  -5.815  -2.139  10.642
C  -5.291  -3.372  10.170
C  -3.780  -3.445  10.221
O  -3.210  -2.814  9.084
C  -1.829  -2.601  9.244
H  -7.652  -1.266  6.205
H  -6.816  -2.797  5.866
H  -8.054  -2.742  7.135
H  -7.658  -1.398  8.990
H  -6.802  -0.027  8.227
H  -5.918  -0.153  10.386
H  -4.672  -0.917  9.401
H  -5.664  -3.605  9.170
H  -5.683  -4.127  10.854
H  -3.467  -4.499  10.224
H  -3.423  -2.961  11.139
H  -1.632  -1.917  10.073
H  -1.455  -2.147  8.325
H  -1.301  -3.549  9.414

Which of these has the highest strongest force on any atom? C42H93B5F20N9O3